ORCA calculation (ωB97M-V with the def2-TZVPD basis set) on a molecular structure, C4H3NO2 at a distorted geometry.

Computed properties:
- 2S+1 = 1
- ΔE to the lowest compared entry with this formula, charge and spin (kJ/mol) = 644.95
- largest force on an atom (eV Å⁻¹) = 6.475
- frontier orbital gap (eV) = 9.93
- total charge = 0

Structure (XYZ):
```
10
C4H3NO2, DFT ωB97M-V with the def2-TZVPD basis set
C 1.41 -0.70 0.01
C 0.02 0.73 -0.30
C -1.29 1.02 -0.10
C -0.05 -0.67 -0.32
H 1.56 -0.84 1.16
H 2.11 -1.19 -0.79
H -1.77 2.16 0.33
N -1.35 -1.21 0.01
O 1.46 0.76 0.02
O -2.10 -0.06 -0.02
```

And the natural (NBO) charges, in e, turn out to be: C -0.1056; C 0.1102; C 0.0995; C 0.0498; H 0.2308; H 0.2240; H 0.2213; N -0.0987; O -0.4641; O -0.2671